{"formula": "C15H20N2O4", "method": "ωB97M-V/def2-TZVPD", "elements": ["C", "C", "O", "C", "C", "C", "C", "O", "N", "C", "C", "N", "C", "O", "C", "C", "C", "C", "O", "C", "C", "H", "H", "H", "H", "H", "H", "H", "H", "H", "H", "H", "H", "H", "H", "H", "H", "H", "H", "H", "H"], "coordinates": [[-2.0435, 2.4611, 0.3423], [-2.9498, 1.3154, 0.0858], [-4.2348, 1.3880, 0.4749], [-4.8292, 0.2255, 0.1474], [-3.9407, -0.6185, -0.4360], [-2.7025, 0.0875, -0.4758], [-1.4140, -0.3277, -1.0608], [-0.8302, 0.3608, -1.8817], [-0.9274, -1.5422, -0.6679], [-1.2923, -2.1583, 0.5864], [-0.4453, -1.5296, 1.7149], [0.7711, -0.9712, 1.1509], [1.0474, 0.3296, 1.3796], [0.3272, 1.0171, 2.0874], [2.2761, 0.9821, 0.7567], [1.9887, 1.5391, -0.6632], [3.2059, 1.0882, -1.4818], [4.2001, 0.6655, -0.3969], [3.4081, 0.1382, 0.6474], [1.3610, -1.8292, 0.1512], [0.4182, -1.8981, -1.0738], [-1.3309, 2.2149, 1.1310], [-1.4805, 2.6909, -0.5596], [-2.6256, 3.3264, 0.6461], [-5.8714, 0.1243, 0.3751], [-4.1355, -1.5986, -0.8222], [-2.3521, -2.0202, 0.7896], [-1.0910, -3.2299, 0.4980], [-0.1886, -2.2804, 2.4700], [-0.9816, -0.7097, 2.1966], [2.5218, 1.8200, 1.4287], [1.0583, 1.1523, -1.0746], [1.9107, 2.6238, -0.6259], [3.6023, 1.8811, -2.1109], [2.9539, 0.2366, -2.1142], [4.8982, -0.1119, -0.7090], [4.7662, 1.5352, -0.0339], [1.4769, -2.8224, 0.5980], [2.3446, -1.4606, -0.1233], [0.7156, -1.1884, -1.8478], [0.4143, -2.9069, -1.4987]], "e_tot_ha": -994.05553, "lumo_energy_ev": 0.8009, "smiles": "Cc1occc1C(=O)N1CCN(C(=O)[C@@H]2CCCO2)CC1", "orbital_gap_ev": 9.315, "largest_force_ev_per_a": 1.1, "homo_energy_ha": -0.313, "e_above_lowest_ev": 2.091}